[1]
{
  "formula": "C43H59GeN7SeTi",
  "method": "ωB97M-V/def2-TZVPD",
  "elements": ["H", "C", "C", "H", "H", "H", "C", "H", "H", "H", "C", "C", "H", "C", "C", "H", "C", "N", "H", "C", "N", "C", "H", "C", "Ti", "C", "C", "H", "C", "C", "H", "C", "N", "C", "H", "H", "H", "C", "C", "H", "H", "N", "H", "H", "C", "H", "H", "H", "H", "H", "H", "H", "C", "Se", "C", "H", "H", "H", "H", "H", "H", "H", "C", "C", "C", "N", "H", "H", "H", "C", "H", "C", "H", "C", "H", "H", "Ge", "C", "C", "C", "H", "H", "C", "H", "C", "H", "C", "H", "H", "C", "N", "C", "C", "N", "C", "H", "H", "C", "H", "C", "H", "H", "H", "C", "H", "H", "H", "H", "H", "C", "H", "C"],
  "coordinates": [[-4.202, -3.736, 2.895], [-3.133, 4.100, 3.925], [-1.532, -2.040, -5.198], [-0.714, -1.194, -1.935], [3.142, 0.063, -4.806], [5.693, -0.100, 1.314], [2.533, 3.309, -1.588], [4.438, 7.332, -1.618], [2.756, -2.378, 2.081], [6.059, -1.691, 0.643], [-1.801, -1.943, 0.342], [2.649, -3.921, 3.581], [-1.723, -0.220, -4.043], [-1.581, -5.148, -1.260], [-2.212, -5.298, 1.528], [-3.202, -1.155, -2.257], [-2.508, -2.420, 2.716], [-1.733, 2.507, -1.657], [0.989, 2.483, 2.473], [2.705, 0.627, -4.001], [2.379, 2.160, -2.430], [-1.300, -2.110, -2.091], [-2.622, 4.440, 4.823], [-5.194, -2.525, 0.676], [-0.137, 1.249, -0.900], [-2.782, 4.457, -1.472], [2.447, -2.481, 3.137], [3.464, 0.197, 1.352], [-2.335, 2.768, -2.816], [1.730, 3.538, -0.462], [-3.101, 5.355, -0.968], [-3.992, -2.665, 2.956], [-2.072, -2.769, 1.355], [2.958, 0.149, 0.380], [1.482, 0.100, 3.270], [-1.420, -1.550, -6.164], [2.928, 1.176, 0.016], [4.847, 6.327, -1.510], [-2.284, -1.152, -4.214], [-2.254, 2.079, -3.641], [-1.701, -7.272, -1.188], [1.293, 1.347, -2.411], [-3.134, -2.736, -3.007], [-0.222, -0.233, 2.952], [-2.572, -1.808, -2.867], [0.745, -0.336, -3.553], [-0.610, 3.133, 4.232], [-2.453, -5.369, 2.579], [-4.618, -0.862, 1.948], [-5.330, -3.606, 0.755], [5.192, 0.732, -1.033], [-4.378, -2.348, -0.030], [-1.781, -6.355, -0.622], [-1.872, -0.061, 0.457], [0.003, 2.847, 2.210], [5.608, 6.366, -0.728], [5.566, -0.855, -1.665], [3.687, -4.233, 3.488], [-2.242, -1.375, 2.873], [0.835, -1.871, 0.114], [-3.228, -0.835, -4.658], [-0.636, -2.802, -2.608], [6.038, -0.623, 0.419], [-2.156, 3.720, 2.857], [-1.705, -4.010, -0.469], [-2.005, 3.552, -0.841], [-5.913, -1.838, 2.568], [-3.808, 4.885, 3.589], [-6.097, -2.122, 0.219], [-0.316, 2.997, 0.854], [-3.742, 3.235, 4.197], [3.525, 4.229, -1.919], [-2.076, -2.970, -5.368], [-4.956, -1.900, 2.049], [1.342, 4.874, 1.171], [-3.583, 4.467, -3.522], [1.224, -0.599, 0.878], [5.162, -0.339, -0.792], [-0.890, 3.217, 3.189], [3.706, -0.761, -0.599], [0.725, -2.053, 4.363], [-1.898, -3.019, 3.392], [1.968, 4.676, 0.311], [3.183, -0.755, -1.561], [1.007, -2.013, 3.308], [7.065, -0.307, 0.244], [-2.087, -6.428, 0.747], [2.040, -4.606, 2.987], [-2.233, -7.401, 1.195], [2.975, 5.557, -0.015], [-1.571, -2.656, -0.771], [0.792, -0.590, 2.778], [-2.498, 3.818, 1.513], [0.665, 2.676, -0.141], [3.242, 1.732, -3.371], [-1.347, -5.101, -2.314], [0.338, -2.710, 2.789], [1.494, 0.420, -3.370], [-0.530, -2.306, -4.853], [-2.017, -4.079, 0.884], [3.674, -1.799, -0.251], [4.181, 2.230, -3.534], [5.337, 6.055, -2.442], [-3.011, 3.989, -2.746], [4.111, 4.098, -2.817], [-4.170, -2.388, 3.997], [-3.488, 4.154, 1.232], [2.361, -4.046, 4.626], [3.111, -1.814, 3.695], [-1.594, 3.478, 0.517], [3.138, 6.431, 0.602], [3.770, 5.352, -1.142]],
  "forces_ev_per_angstrom": [[-0.01, 0.02, -0.02], [-0.03, 0.01, 0.01], [0.03, -0.06, -0.03], [0.00, 0.02, -0.04], [0.00, -0.01, 0.00], [0.00, 0.01, -0.01], [0.06, 0.16, 0.12], [0.00, 0.00, 0.01], [-0.04, -0.05, -0.04], [-0.01, 0.00, -0.01], [-0.06, 0.10, -0.05], [0.01, -0.07, 0.00], [0.04, -0.02, 0.00], [0.01, -0.01, 0.04], [0.00, -0.02, -0.01], [0.02, 0.00, 0.01], [0.11, 0.04, -0.04], [0.24, -0.25, 0.16], [0.02, 0.00, -0.02], [0.01, -0.01, -0.03], [0.10, -0.11, -0.01], [0.02, 0.00, 0.01], [0.00, -0.01, 0.00], [0.00, -0.05, -0.07], [0.05, 0.42, -0.64], [0.01, -0.06, 0.04], [0.05, 0.02, 0.06], [-0.02, -0.02, 0.00], [0.00, 0.10, 0.04], [-0.10, 0.19, -0.01], [-0.02, 0.02, -0.05], [0.00, -0.07, 0.05], [-0.04, -0.07, 0.01], [0.21, 0.00, -0.06], [0.01, 0.02, -0.02], [-0.01, 0.01, 0.01], [-0.08, 0.01, 0.02], [0.04, -0.01, -0.02], [0.00, 0.13, 0.01], [-0.03, 0.02, -0.01], [0.00, 0.00, -0.01], [-0.23, -0.17, 0.06], [0.04, -0.02, -0.03], [0.03, 0.04, -0.08], [-0.06, 0.03, -0.01], [0.01, -0.03, -0.05], [0.00, -0.02, 0.00], [0.00, 0.02, 0.00], [0.00, 0.00, -0.03], [-0.02, 0.02, 0.02], [0.00, -0.01, 0.02], [0.04, -0.01, 0.02], [0.03, 0.01, -0.06], [-0.08, -0.11, 0.13], [-0.09, 0.03, -0.01], [-0.01, 0.02, 0.01], [-0.01, -0.06, 0.01], [0.01, 0.02, -0.02], [-0.09, -0.01, 0.00], [0.08, -0.06, -0.02], [-0.02, -0.06, 0.01], [-0.07, -0.07, -0.01], [0.04, -0.01, 0.07], [0.03, -0.01, 0.00], [0.02, 0.01, 0.02], [0.05, -0.03, -0.02], [-0.01, -0.05, 0.00], [0.00, -0.01, 0.00], [0.01, 0.03, 0.00], [0.06, -0.09, 0.06], [0.00, 0.00, 0.02], [-0.05, -0.02, 0.05], [-0.01, 0.00, 0.00], [0.00, 0.11, 0.04], [0.00, -0.02, -0.01], [-0.01, 0.01, 0.00], [-0.29, 0.08, 0.44], [0.03, 0.13, -0.04], [0.00, 0.01, 0.01], [-0.16, -0.09, -0.05], [0.06, 0.02, 0.02], [-0.04, -0.01, 0.06], [0.06, 0.01, -0.11], [0.02, 0.01, 0.00], [-0.05, -0.04, -0.03], [0.00, 0.00, -0.02], [-0.01, -0.02, 0.03], [0.00, 0.01, -0.01], [0.00, 0.01, 0.02], [-0.03, 0.03, 0.05], [0.02, -0.01, 0.05], [0.04, -0.15, 0.08], [0.03, 0.01, -0.08], [0.00, 0.00, -0.08], [-0.08, 0.05, 0.05], [0.00, 0.00, -0.01], [0.04, 0.02, -0.01], [-0.03, 0.08, 0.02], [0.01, 0.01, 0.02], [-0.02, -0.06, -0.07], [0.04, 0.02, 0.02], [0.02, -0.04, -0.03], [-0.01, 0.01, 0.00], [0.02, -0.01, 0.00], [0.01, 0.00, 0.00], [0.02, 0.01, 0.01], [-0.01, 0.00, 0.01], [0.01, 0.03, 0.00], [-0.01, -0.01, 0.02], [-0.01, 0.02, 0.11], [0.00, 0.00, 0.01], [0.03, -0.04, -0.07]],
  "lumo_ev": [-9.1, -9.7],
  "e_tot_ha": -7384.21791,
  "spin_multiplicity": 2,
  "fmax_ev_per_a": 0.77,
  "total_charge": 3,
  "homo_ev": [-15.6, -15.9],
  "e_above_lowest_kj_mol": 74.4
}



[2]
{
  "formula": "C43H59HfIN2P2SSi",
  "method": "ωB97M-V/def2-TZVPD",
  "elements": ["H", "H", "H", "C", "H", "C", "H", "C", "H", "Hf", "N", "H", "H", "H", "H", "C", "H", "C", "H", "C", "H", "C", "H", "H", "S", "C", "C", "H", "H", "H", "H", "H", "H", "H", "C", "C", "H", "H", "C", "C", "H", "H", "H", "C", "C", "H", "H", "C", "H", "H", "H", "H", "C", "C", "H", "H", "H", "C", "P", "H", "C", "C", "H", "C", "C", "H", "C", "H", "H", "C", "C", "C", "C", "C", "H", "H", "C", "H", "C", "H", "C", "C", "P", "H", "C", "N", "C", "H", "I", "C", "C", "C", "H", "C", "H", "C", "H", "C", "H", "H", "H", "Si", "H", "C", "H", "C", "H", "H", "H", "H"],
  "coordinates": [[-1.354, -3.571, -4.236], [6.610, 2.612, -0.815], [-6.104, -2.188, 1.117], [0.761, -2.224, 2.558], [-2.638, 3.037, 1.457], [-3.618, 3.864, -1.801], [-3.226, -1.065, -1.027], [-5.111, -1.835, 0.837], [2.654, 1.214, 3.628], [1.680, -0.129, -0.060], [2.403, -0.122, -2.037], [4.161, 2.378, -0.552], [3.596, 3.756, 0.939], [-4.122, -3.095, 2.279], [6.996, -1.441, 0.570], [-2.301, 1.254, 4.293], [-4.574, 1.937, -2.134], [6.411, -0.570, 0.315], [-2.098, 4.303, -0.343], [0.521, -5.015, 2.681], [2.158, 2.605, -1.144], [-0.349, -3.231, -3.982], [-3.655, 4.802, -2.356], [-2.729, -0.534, 1.359], [4.727, -1.014, -3.248], [-1.906, 1.425, -2.303], [1.045, -4.316, 3.760], [-5.308, -2.403, -1.243], [0.885, -4.849, -4.706], [1.427, 5.871, 0.618], [-2.811, 1.831, -0.389], [1.512, 5.497, -1.715], [-1.456, 4.049, -1.964], [-2.261, 2.842, -3.901], [1.413, 3.419, -1.111], [-3.215, -2.136, -0.798], [-3.106, 1.316, -4.100], [-2.283, -3.465, 0.610], [0.235, -2.942, 1.466], [1.535, 3.202, 1.376], [-0.880, 1.383, -2.682], [3.125, 6.094, 0.261], [1.535, -4.350, -0.766], [-0.553, 0.657, 2.707], [-2.220, 2.315, 2.147], [-4.725, 3.051, -3.479], [0.419, -6.091, 2.726], [-2.266, -2.397, 0.373], [0.382, -1.542, -2.837], [3.174, -0.463, 3.828], [-0.775, -0.186, 4.669], [1.357, -4.843, 4.652], [2.112, 4.792, -1.138], [-4.139, -2.037, 1.998], [0.961, 3.353, 2.289], [8.077, 0.671, -0.209], [1.561, -2.400, 4.546], [1.157, -2.935, 3.694], [-0.468, -2.051, 0.008], [-0.322, -4.888, 0.728], [4.825, 1.557, -0.309], [-2.812, 2.065, -3.365], [2.469, -4.878, -2.829], [3.405, -0.508, -2.590], [-1.178, 0.521, 3.950], [0.012, -5.244, -3.242], [-4.629, -2.578, -0.408], [-0.069, 4.126, 0.280], [-2.900, -2.673, -1.695], [1.774, -4.043, -2.913], [0.109, -4.329, 1.551], [6.191, 1.684, -0.453], [-1.962, 2.206, -0.964], [5.035, -0.588, 0.418], [0.790, 3.299, -2.001], [-4.625, -3.654, -0.211], [2.304, 0.195, 3.793], [-2.041, -1.752, 2.438], [-2.193, 3.691, -1.241], [-4.325, 3.958, -0.975], [1.352, -3.571, -1.505], [0.560, -4.446, -3.748], [-0.468, 1.743, 0.057], [-5.192, -0.766, 0.613], [-1.106, 1.558, 1.779], [4.237, 0.436, 0.141], [-0.113, -3.118, -1.468], [1.980, -2.710, -1.224], [4.060, -2.354, 1.049], [-2.727, -1.603, 1.602], [2.672, 4.242, 1.265], [0.590, 3.266, 0.171], [-1.352, -1.795, -2.699], [-0.390, -2.310, -2.747], [-4.465, -1.470, 2.871], [2.326, 5.354, 0.275], [-3.677, 2.775, 3.644], [-4.038, 2.695, -2.712], [3.072, 4.707, -1.653], [1.842, 0.177, 4.785], [2.296, -3.235, -3.432], [1.052, -0.345, 2.474], [1.986, 2.191, 1.444], [-2.814, 2.173, 3.390], [-2.216, 0.393, -2.119], [7.001, 0.606, -0.125], [-2.768, 1.120, 5.260], [2.872, 4.671, 2.246], [0.020, -2.661, -4.836], [-0.787, -3.979, -1.445]],
  "forces_ev_per_angstrom": [[-0.02, 0.04, 0.00], [-0.01, 0.02, 0.01], [-0.03, 0.07, -0.02], [-0.11, 0.25, 0.07], [-0.06, 0.00, -0.01], [0.01, -0.08, -0.10], [0.03, -0.01, -0.04], [0.06, -0.20, 0.05], [-0.05, 0.01, -0.08], [-0.13, 0.22, -1.71], [-0.14, -0.16, 0.29], [0.06, -0.05, -0.04], [0.00, 0.05, 0.08], [-0.02, 0.01, 0.06], [0.01, 0.00, -0.02], [-0.03, 0.01, 0.02], [-0.02, -0.02, -0.02], [0.05, 0.19, -0.02], [0.08, 0.02, 0.00], [-0.01, -0.01, 0.02], [-0.04, -0.01, -0.05], [0.04, -0.10, 0.06], [-0.01, 0.01, 0.02], [0.02, -0.05, 0.03], [-0.03, 0.02, -0.04], [-0.03, 0.10, -0.08], [-0.01, 0.01, -0.03], [0.00, -0.05, -0.01], [-0.02, -0.06, 0.02], [0.01, 0.03, -0.01], [0.04, -0.07, 0.12], [0.01, -0.04, -0.06], [0.04, 0.02, 0.04], [0.01, -0.04, -0.06], [-0.16, 0.20, 0.02], [-0.14, -0.25, 0.06], [0.05, 0.01, -0.03], [0.25, -0.06, -0.03], [-0.01, 0.14, 0.07], [0.05, 0.17, -0.19], [0.02, -0.02, 0.02], [-0.05, 0.05, 0.01], [0.03, 0.04, 0.07], [0.17, -0.12, 0.06], [-0.03, 0.12, -0.17], [-0.07, -0.02, 0.05], [0.01, 0.00, -0.01], [-0.17, 1.16, -0.17], [0.01, 0.08, 0.02], [0.00, -0.02, -0.08], [-0.01, 0.02, 0.01], [0.00, 0.00, 0.00], [0.04, 0.03, 0.14], [0.01, 0.13, -0.15], [0.06, -0.18, 0.07], [-0.01, 0.02, -0.04], [0.01, -0.01, -0.01], [0.05, -0.02, 0.02], [0.89, -1.19, 0.30], [0.02, -0.01, -0.01], [-0.13, 0.20, -0.02], [-0.07, 0.01, 0.08], [0.07, 0.06, 0.01], [0.02, 0.02, -0.07], [0.04, 0.05, 0.02], [0.00, -0.02, -0.01], [0.03, 0.21, 0.04], [-0.07, 0.02, 0.01], [-0.03, 0.02, 0.03], [-0.12, 0.01, -0.04], [-0.04, -0.07, -0.14], [0.01, -0.08, 0.04], [0.45, -0.75, -0.50], [-0.17, -0.55, 0.28], [0.08, -0.10, -0.03], [-0.03, -0.01, -0.04], [-0.45, -0.24, 0.19], [-0.01, 0.02, -0.03], [-0.08, 0.02, 0.14], [0.01, 0.03, 0.01], [-0.11, -0.02, -0.11], [0.06, 0.13, -0.01], [0.58, 0.66, 1.33], [-0.05, 0.02, 0.01], [-0.02, -0.27, -0.05], [-0.77, -0.18, 0.08], [0.00, 0.45, 0.00], [0.09, -0.09, 0.05], [-0.28, 0.64, -0.29], [-0.14, -0.28, 0.06], [-0.08, 0.06, -0.05], [-0.03, -0.31, -0.25], [0.12, 0.06, -0.03], [-0.17, -0.15, -0.09], [0.01, -0.04, 0.03], [0.05, -0.12, 0.00], [0.00, 0.00, 0.02], [0.12, 0.07, -0.01], [-0.01, 0.00, -0.04], [0.07, 0.01, 0.02], [0.06, -0.02, 0.00], [0.30, 0.30, 0.64], [-0.06, -0.04, 0.10], [0.03, -0.01, -0.04], [0.06, 0.03, -0.02], [-0.04, -0.06, 0.05], [0.01, -0.01, 0.00], [0.06, -0.07, 0.02], [-0.05, 0.01, -0.01], [-0.03, -0.02, 0.14]],
  "lumo_ev": -6.8,
  "e_tot_ha": -3499.11355,
  "fmax_ev_per_a": 1.73,
  "total_charge": 2,
  "homo_ev": -13.2,
  "e_above_lowest_kj_mol": 39.6
}